Computed, not measured: a structure of composition C49H35Cl3KN5O3, with wB97M-V/def2-TZVPD.

XYZ file:
```
96
Properties=species:S:1:pos:R:3
K 0.96 0.91 -0.90
C -0.80 -7.09 -0.85
C -0.91 -6.35 -2.01
C -0.82 -4.97 -1.97
C -0.60 -4.30 -0.76
C -0.45 -5.07 0.40
C -0.56 -6.45 0.36
C -0.59 -2.84 -0.67
C 0.54 -2.26 -0.04
C 1.81 -2.96 0.12
C 2.67 -2.09 0.69
C 1.91 -0.86 0.92
C 2.38 0.24 1.64
C 3.83 0.42 1.77
C 4.48 0.97 2.88
C 5.85 1.16 2.88
C 6.62 0.82 1.78
C 5.99 0.29 0.67
C 4.62 0.11 0.66
C 1.47 1.21 2.20
N 0.44 1.71 1.53
C -0.31 2.45 2.40
C -1.56 2.98 2.03
C -2.49 3.44 3.06
C -2.07 4.34 4.03
C -2.90 4.69 5.09
C -4.18 4.16 5.17
C -4.63 3.32 4.17
C -3.81 2.97 3.12
C -1.95 2.80 0.68
C -1.03 2.74 -0.42
C -1.64 2.01 -1.38
C -2.94 1.70 -0.86
N -3.16 2.30 0.32
C -3.80 0.65 -1.32
C -3.20 -0.60 -1.50
C -3.83 -1.84 -1.91
C -2.93 -2.82 -1.67
C -1.73 -2.16 -1.15
N -1.92 -0.84 -1.11
C -5.23 0.90 -1.30
C -5.68 2.18 -1.68
C -7.02 2.50 -1.67
C -7.96 1.56 -1.26
C -7.53 0.30 -0.86
C -6.19 -0.02 -0.88
C 0.27 2.36 3.71
C 1.41 1.63 3.57
N 0.65 -1.03 0.47
H -0.90 -8.17 -0.87
H -1.07 -6.85 -2.96
H -0.90 -4.39 -2.88
H -0.28 -4.57 1.33
H -0.47 -7.02 1.27
H 2.02 -3.98 -0.18
H 3.68 -2.28 1.00
H 3.92 1.27 3.75
H 6.33 1.59 3.76
H 7.69 0.99 1.79
H 6.57 0.04 -0.21
H 4.14 -0.24 -0.24
H -1.08 4.78 3.95
H -2.53 5.35 5.86
H -4.82 4.43 6.01
H -5.64 2.92 4.23
H -4.15 2.31 2.34
H -0.06 3.21 -0.45
H -1.28 1.77 -2.37
H -4.81 -1.93 -2.35
H -3.08 -3.88 -1.81
H -4.95 2.91 -1.99
H -7.35 3.48 -1.97
H -9.02 1.80 -1.26
H -8.26 -0.42 -0.50
H -5.86 -0.99 -0.52
H -0.14 2.76 4.62
H 2.04 1.29 4.38
C 5.35 -2.62 -4.79
N 4.51 -2.24 -3.69
C 4.92 -2.68 -2.38
C 3.41 -1.47 -3.83
O 2.69 -1.11 -2.94
H 6.37 -2.26 -4.63
H 4.96 -2.20 -5.72
H 5.38 -3.71 -4.89
H 5.84 -2.19 -2.06
H 5.08 -3.76 -2.40
H 4.12 -2.46 -1.68
H 3.21 -1.22 -4.90
Cl 2.34 5.37 -0.69
C 3.56 4.24 -1.25
Cl 4.67 3.89 0.06
Cl 4.45 4.98 -2.58
C 2.80 2.93 -1.75
O 2.95 1.96 -1.01
O 2.15 3.09 -2.77
```

spin multiplicity	1
frontier orbital gap (spin up / spin down)	4.6 / 4.7	eV
calculated total energy	-4368.2885	Eh
net charge	-2

Atomic partial charges in e from the Mulliken method, atoms 1 to 4:
1 K 1.513
2 C -0.389
3 C -0.731
4 C -0.370



Computed, not measured: a structure of composition C49H36Br4ClHfN4O5Te, with wB97M-V/def2-TZVPD.

XYZ file:
```
101
Properties=species:S:1:pos:R:3
Hf -0.32 -0.05 0.10
C -4.30 0.73 2.33
C -3.29 0.39 1.28
N -2.08 0.82 1.29
N -1.67 1.66 2.28
C -0.40 1.98 2.15
O 0.38 1.53 1.25
C 0.17 2.93 3.14
C -0.63 3.78 3.90
C -0.04 4.70 4.75
C 1.34 4.77 4.87
C 2.13 3.89 4.15
C 1.55 2.98 3.29
C -3.66 -0.51 0.19
C -4.91 -1.13 0.14
C -5.20 -1.99 -0.90
C -4.23 -2.24 -1.85
C -3.01 -1.58 -1.74
N -2.73 -0.73 -0.76
H -3.86 1.46 3.01
H -4.57 -0.16 2.90
H -5.21 1.15 1.89
H -1.70 3.74 3.80
H -0.67 5.37 5.33
H 1.79 5.50 5.53
H 3.21 3.92 4.25
H 2.16 2.29 2.72
H -5.65 -0.94 0.90
H -6.17 -2.46 -0.96
H -4.40 -2.93 -2.66
H -2.24 -1.71 -2.49
C -0.89 0.66 -6.69
C -0.92 0.86 -5.21
C -2.12 0.92 -4.53
C -2.21 1.16 -3.16
C -3.59 1.19 -2.63
O -4.46 0.52 -3.17
C -4.01 2.10 -1.52
C -5.34 1.97 -1.10
C -5.86 2.79 -0.12
C -5.06 3.75 0.48
C -3.74 3.89 0.07
C -3.22 3.09 -0.94
C -1.02 1.24 -2.39
O -1.03 1.36 -1.10
C 0.21 1.21 -3.10
C 0.24 1.03 -4.47
C 1.47 1.48 -2.38
N 1.65 0.98 -1.21
C 2.85 1.25 -0.45
C 3.59 -0.05 -0.14
Te 5.38 -0.47 -1.28
C 4.41 -1.24 -3.02
C 4.90 -0.93 -4.29
C 4.22 -1.38 -5.41
C 3.06 -2.12 -5.28
C 2.59 -2.43 -4.02
C 3.27 -2.01 -2.89
C 2.35 2.40 -3.15
C 1.75 3.54 -3.71
C 2.47 4.38 -4.55
C 3.80 4.11 -4.84
C 4.40 3.00 -4.27
C 3.69 2.16 -3.44
H -1.89 0.49 -7.08
H -0.26 -0.19 -6.96
H -0.48 1.54 -7.18
H -3.06 0.77 -5.06
H -5.95 1.22 -1.57
H -6.90 2.69 0.18
H -5.45 4.39 1.26
H -3.11 4.63 0.54
H -2.20 3.22 -1.24
H 1.20 1.01 -4.98
H 2.50 1.67 0.50
H 3.50 1.99 -0.93
H 2.91 -0.89 -0.27
H 3.93 -0.05 0.89
H 5.80 -0.35 -4.39
H 4.60 -1.13 -6.39
H 2.53 -2.45 -6.16
H 1.68 -3.00 -3.89
H 2.88 -2.27 -1.92
H 0.72 3.75 -3.50
H 1.98 5.23 -4.99
H 4.35 4.75 -5.51
H 5.43 2.78 -4.49
H 4.17 1.28 -3.05
Br 2.35 -4.40 4.95
C 1.17 -3.49 3.79
C -0.16 -3.84 3.75
Br -0.84 -5.17 4.90
C -1.01 -3.18 2.86
Br -2.87 -3.56 2.79
C -0.53 -2.21 1.99
O -1.26 -1.60 1.11
C 0.84 -1.83 2.05
O 1.21 -0.88 1.24
C 1.67 -2.49 2.95
Br 3.48 -1.98 3.05
Cl 0.18 -1.64 -1.60
```

spin multiplicity	1
frontier orbital gap	6.6	eV
calculated total energy	-13556.7301	Eh
net charge	-1
energy relative to the best compared isomer or geometry (same formula, charge and spin)	97.6	kJ/mol

Atomic partial charges in e from the Mulliken method, atoms 1 to 4:
1 Hf 0.506
2 C -2.038
3 C 1.113
4 N 2.109



Computed, not measured: a structure of composition C49H38Cl4GeNO2SSbW, with wB97M-V/def2-TZVPD.

XYZ file:
```
98
Properties=species:S:1:pos:R:3
W -0.81 -1.37 -0.96
C -2.51 0.94 2.00
C -2.99 -0.26 1.23
C -2.27 -1.48 1.27
C -2.91 -2.69 0.92
C -4.19 -2.69 0.42
C -4.86 -1.47 0.27
C -4.28 -0.28 0.68
H -1.44 1.09 1.93
H -2.74 0.76 3.06
H -3.02 1.85 1.70
H -1.40 -1.54 1.92
H -2.40 -3.63 1.09
H -4.69 -3.61 0.16
H -5.88 -1.46 -0.10
H -4.86 0.63 0.67
Cl 0.38 -7.89 -1.95
C -0.34 -6.38 -1.88
C -1.46 -6.10 -2.77
Cl -1.98 -7.29 -3.81
C -2.09 -4.85 -2.78
Cl -3.38 -4.51 -3.83
C -1.63 -3.88 -1.90
O -2.09 -2.64 -1.83
C -0.53 -4.16 -1.00
O -0.17 -3.16 -0.23
C 0.12 -5.40 -1.00
Cl 1.43 -5.62 0.05
S 2.34 -1.57 -4.27
C 1.34 -1.44 -3.14
N 0.50 -1.36 -2.22
C 5.57 -0.82 -1.07
C 5.21 0.26 -0.29
C 3.95 0.32 0.30
C 3.05 -0.72 0.08
C 3.41 -1.82 -0.69
C 4.67 -1.87 -1.27
Sb 1.17 -0.75 1.03
C 1.09 0.84 2.38
C 0.71 0.55 3.69
C 0.63 1.58 4.62
C 0.93 2.89 4.24
C 1.32 3.17 2.93
C 1.40 2.15 2.00
C 1.44 -2.36 2.37
C 0.48 -3.28 2.77
C 0.78 -4.22 3.75
C 2.05 -4.25 4.32
C 3.01 -3.34 3.92
C 2.71 -2.39 2.95
H 6.55 -0.87 -1.51
H 5.92 1.07 -0.11
H 3.69 1.16 0.93
H 2.73 -2.66 -0.81
H 4.97 -2.74 -1.84
H 0.50 -0.46 4.00
H 0.34 1.37 5.63
H 0.87 3.68 4.97
H 1.56 4.18 2.65
H 1.71 2.38 0.99
H -0.51 -3.29 2.34
H 0.03 -4.93 4.06
H 2.28 -4.98 5.08
H 4.00 -3.36 4.36
H 3.48 -1.68 2.65
C -2.18 -0.05 -2.44
Ge -0.86 1.22 -1.36
C 0.50 1.79 -2.62
C 1.85 1.45 -2.56
C 2.74 1.98 -3.48
C 2.29 2.83 -4.48
C 0.95 3.18 -4.54
C 0.05 2.68 -3.60
C -1.89 2.71 -0.75
C -3.25 2.62 -0.87
C -4.09 3.70 -0.52
C -3.52 4.85 -0.06
C -2.11 5.00 0.03
C -1.53 6.23 0.45
C -0.18 6.39 0.48
C 0.66 5.33 0.08
C 0.13 4.13 -0.31
C -1.27 3.92 -0.34
H -2.39 0.93 -2.90
H -3.12 -0.44 -2.04
H -1.83 -0.67 -3.26
H 2.23 0.80 -1.77
H 3.79 1.73 -3.41
H 2.99 3.24 -5.20
H 0.59 3.85 -5.31
H -0.98 3.01 -3.63
H -3.72 1.71 -1.23
H -5.16 3.62 -0.62
H -4.15 5.69 0.23
H -2.19 7.04 0.74
H 0.25 7.33 0.78
H 1.73 5.47 0.06
H 0.80 3.34 -0.64
```

spin multiplicity	2
frontier orbital gap (spin up / spin down)	4.4 / 3.8	eV
calculated total energy	-6717.4798	Eh
net charge	+3
energy relative to the best compared isomer or geometry (same formula, charge and spin)	21.8	kJ/mol

Atomic partial charges in e from the Mulliken method, atoms 1 to 4:
1 W -0.351
2 C -1.088
3 C 0.710
4 C 0.117



Computed, not measured: a structure of composition C49H40As2N12O4SY, with wB97M-V/def2-TZVPD.

XYZ file:
```
109
Properties=species:S:1:pos:R:3
Y -1.13 0.83 0.20
O -5.40 0.66 -0.83
C -4.27 1.09 -0.63
O -3.37 0.58 0.11
C -3.85 2.39 -1.32
C -4.77 3.09 -2.10
C -4.38 4.29 -2.67
C -3.09 4.75 -2.41
C -2.25 3.97 -1.62
N -2.61 2.80 -1.10
H -5.76 2.69 -2.23
H -5.06 4.86 -3.28
H -2.75 5.68 -2.82
H -1.26 4.31 -1.36
N -1.52 1.96 3.79
C -1.69 0.62 3.54
N -2.07 -0.26 4.45
N -2.07 -1.42 3.82
N -1.72 -1.27 2.59
N -1.46 0.03 2.35
C -1.16 2.88 2.85
N -0.79 4.12 3.15
N -0.47 4.67 1.98
N -0.64 3.83 1.03
N -1.09 2.66 1.52
H -1.69 2.28 4.73
C -0.62 -3.38 0.59
C 0.81 -3.17 0.11
As 1.50 -1.31 0.28
C 3.22 -1.75 -0.63
C 3.93 -2.91 -0.34
C 5.11 -3.21 -1.00
C 5.62 -2.34 -1.94
C 4.94 -1.17 -2.22
C 3.75 -0.88 -1.57
C 2.31 -1.48 2.09
C 1.50 -1.78 3.18
C 1.98 -1.70 4.47
C 3.29 -1.31 4.70
C 4.11 -1.01 3.63
C 3.62 -1.09 2.34
As -1.85 -1.95 -0.04
C -2.18 -2.51 -1.90
C -1.61 -3.57 -2.58
C -1.93 -3.81 -3.91
C -2.83 -2.99 -4.57
C -3.41 -1.93 -3.89
C -3.08 -1.70 -2.57
C -3.51 -2.81 0.57
C -4.49 -2.09 1.24
C -5.65 -2.71 1.68
C -5.84 -4.07 1.45
C -4.88 -4.79 0.76
C -3.74 -4.16 0.31
H -0.68 -3.34 1.68
H -0.97 -4.38 0.29
H 0.89 -3.39 -0.95
H 1.49 -3.84 0.66
H 3.56 -3.60 0.41
H 5.63 -4.14 -0.77
H 6.54 -2.57 -2.45
H 5.33 -0.48 -2.96
H 3.20 0.03 -1.81
H 0.47 -2.05 3.02
H 1.32 -1.93 5.30
H 3.68 -1.24 5.71
H 5.13 -0.70 3.79
H 4.27 -0.85 1.50
H -0.90 -4.22 -2.09
H -1.48 -4.64 -4.43
H -3.07 -3.17 -5.61
H -4.12 -1.28 -4.39
H -3.54 -0.87 -2.04
H -4.34 -1.03 1.41
H -6.41 -2.14 2.19
H -6.73 -4.56 1.81
H -5.03 -5.84 0.57
H -3.01 -4.72 -0.27
O 0.75 -1.28 -2.29
C -0.11 -0.49 -2.66
O -0.81 0.27 -1.96
H -0.30 -0.44 -3.77
S 2.94 3.54 -1.90
C 1.63 3.00 -0.88
N 0.56 2.61 -1.46
C 0.66 2.75 -2.82
C -0.34 2.49 -3.76
C -0.05 2.69 -5.10
C 1.19 3.15 -5.52
C 2.19 3.43 -4.60
C 1.91 3.24 -3.26
H 1.75 3.06 0.19
H -1.29 2.11 -3.44
H -0.81 2.49 -5.83
H 1.39 3.28 -6.57
H 3.16 3.79 -4.92
N 1.10 1.20 1.59
C 1.94 1.56 2.30
C 3.03 2.02 3.04
C 4.24 2.20 2.36
C 5.35 2.65 3.05
C 5.26 2.92 4.40
C 4.06 2.74 5.08
C 2.94 2.29 4.40
H 4.29 1.98 1.30
H 6.28 2.79 2.52
H 6.13 3.27 4.94
H 4.00 2.95 6.13
H 2.00 2.15 4.91
```

spin multiplicity	1
frontier orbital gap	7.3	eV
calculated total energy	-7757.6313	Eh
net charge	-1
energy relative to the best compared isomer or geometry (same formula, charge and spin)	46.4	kJ/mol

Atomic partial charges in e from the Mulliken method, atoms 1 to 4:
1 Y 0.569
2 O -0.795
3 C 0.034
4 O 0.507